[1]
Entry from the OMol25 dataset: one molecule with the formula C4H5NO (the ωB97M-V functional and the def2-TZVPD basis).

The value obtained for the HOMO-LUMO gap is 10.592 eV. The SMILES is CC#CC(N)=O. The calculation puts the energy relative to the best compared isomer or geometry (same formula, charge and spin) at 40.87 kcal/mol.

Cartesian coordinates (Å):
H  -2.00477  2.65007  0.57481
N  -1.57420  2.07242  -0.12916
H  1.34705  -1.72912  0.96548
C  -0.81401  1.05093  0.32595
H  -1.67484  2.28850  -1.10547
H  1.04704  -2.87289  -0.35854
H  2.47074  -1.77703  -0.40658
C  -0.14112  0.16659  -0.63380
C  0.58573  -0.80074  -0.62846
C  1.42231  -1.87546  -0.11917
O  -0.66393  0.82671  1.51492


[2]
Entry from the OMol25 dataset: C17H32N15O2Rh as an isolated structure (the ωB97M-V functional and the def2-TZVPD basis).

The value obtained for the HOMO-LUMO gap (spin up / spin down) is 6.257 / 6.112 eV. Its spin multiplicity is 5.

Cartesian coordinates (Å):
H  -0.89605  -1.85911  -4.35993
H  0.10308  2.93556  -3.26019
H  -1.94736  -1.90186  2.39948
H  0.47722  -0.46247  -1.64472
N  -1.68041  2.02787  1.44696
H  0.60493  -2.20806  1.99719
H  -0.58226  -1.82252  0.72711
C  -3.66445  3.46236  1.09989
H  -1.39127  0.13668  -5.28434
H  -0.97026  2.71627  1.21801
H  1.21164  -2.37461  -1.00867
N  3.57808  0.30101  -0.28419
N  3.02627  0.38555  0.95293
N  -1.27281  0.83242  1.92007
N  4.83853  0.55018  -0.18371
H  -0.93961  1.44640  -1.55377
C  -3.50022  1.02620  2.08987
Rh  0.92410  0.27437  1.33556
C  1.20273  -2.82018  -0.00188
C  0.23181  0.92860  -4.08000
C  -3.00744  2.19890  1.54860
C  2.75195  0.87959  3.84627
H  1.64427  2.12911  -3.00699
H  0.68179  1.22825  -5.02861
H  3.23061  -2.15509  0.40739
H  2.67543  -3.49610  1.42215
H  -1.13178  -2.95722  -3.08004
H  1.79608  0.38722  -1.18840
H  0.40083  -4.62767  0.88712
H  -2.93005  4.25971  0.99248
N  1.43764  0.80256  5.49332
H  -1.62929  -1.01528  3.88727
H  -2.02307  -2.22306  -1.09070
H  -2.54653  0.74301  -2.68718
C  0.56193  1.97657  -3.01409
H  0.69757  -0.02519  -3.81589
C  0.14748  1.57767  -1.59913
N  -1.05804  -1.99461  -3.37375
N  -2.05652  0.09997  -3.29132
H  -2.52979  -0.62233  -0.89906
N  1.51697  0.74130  3.35546
H  -0.59178  -4.02036  -0.43521
H  0.94127  -4.84337  -0.78303
N  0.77004  0.35138  -1.12019
N  5.16896  0.82850  1.08834
H  -3.30043  -1.37129  3.40722
N  2.73961  0.93836  5.16242
C  -2.37435  0.21233  2.32708
H  4.74811  1.23678  3.58982
C  -2.31251  -1.09836  3.04014
H  -4.15016  3.32192  0.13282
O  -0.09837  3.81554  -0.89517
C  0.36082  2.72046  -0.58783
N  3.90745  0.98787  3.09716
C  -1.82145  -1.08433  -2.74343
C  2.64826  -3.07424  0.41363
C  -1.25808  0.72363  -4.37246
H  -4.42515  3.78001  1.81051
H  -1.73698  1.68442  -4.55329
H  3.12718  -3.78489  -0.26327
H  -4.52262  0.80497  2.35048
C  0.48720  -1.88396  0.95394
C  0.44437  -4.15350  -0.09557
N  0.70471  0.69126  4.44000
O  0.87920  2.38709  0.53194
C  4.02965  0.72910  1.75914
N  -2.34861  -1.38129  -1.54576


[3]
Entry from the OMol25 dataset: C22H31NOS as an isolated structure in a non-equilibrium geometry (the ωB97M-V functional and the def2-TZVPD basis).

The value obtained for the HOMO-LUMO gap is 7.409 eV. The calculation puts the energy relative to the best compared isomer or geometry (same formula, charge and spin) at 477.72 kcal/mol.

Cartesian coordinates (Å):
H  -2.58293  -2.19380  -0.25269
N  0.58174  1.04308  1.50452
H  0.11494  -3.04949  -0.25158
C  2.54407  -1.05538  -3.52615
H  -0.44663  -1.66414  0.99774
C  0.47274  1.89314  3.71825
H  -3.89331  0.05499  -1.12094
H  0.90667  0.05916  1.87198
H  3.98120  -0.67406  -6.49258
C  0.17076  0.45059  4.41452
H  1.69344  -0.06139  -1.21949
H  -1.94037  2.15119  0.91442
H  4.51596  0.08204  -4.82780
C  -2.64667  1.55642  0.20505
H  -3.49223  -2.27320  -1.74150
C  3.73850  -0.20142  -5.75450
C  -0.33664  -1.07268  -1.27937
H  1.65289  -1.45094  -6.53246
H  3.47794  -0.86840  -3.14717
C  0.17709  -2.03047  -0.11000
C  1.43159  2.43335  4.54676
H  -1.74476  -0.69915  -2.56708
C  1.37331  -0.86971  -5.71768
C  -3.55804  -0.31794  -0.41187
H  0.61946  1.08211  0.47078
C  -2.72728  -1.55449  -0.90510
H  1.35293  1.00166  7.57036
H  -3.32724  2.44196  -0.19362
H  -1.71489  1.47246  2.92728
H  0.15080  -0.50257  6.19486
C  2.56951  -0.65991  -4.78413
H  1.67006  3.53577  4.07347
C  1.58671  2.29221  5.90183
C  1.16248  1.02619  6.41605
H  -2.84212  0.42369  3.92444
H  1.15183  0.14037  -6.01914
C  1.58241  -1.63525  -2.78242
H  2.12063  -2.20957  -2.14000
C  0.45039  2.07843  2.42870
H  2.25084  3.20443  6.41697
H  3.46456  0.92900  -5.99360
C  -2.96830  -0.01401  1.84747
S  -0.96488  -0.55063  3.61365
H  -4.67476  -1.10587  -0.10719
H  -1.74912  1.20762  -0.61107
H  1.10320  -1.81423  0.08151
H  0.56117  0.17132  -2.62609
C  -1.59052  -0.94995  -1.68840
H  -3.34058  -1.08560  2.07682
C  -2.19436  0.34707  3.02735
H  0.48144  -1.47114  -5.17734
H  0.94112  -2.23948  -3.48165
C  -3.09345  0.28326  0.67133
C  1.01823  -0.72570  -2.05794
O  0.33455  3.22828  2.01632
C  0.42393  0.41076  5.68815


[4]
Entry from the OMol25 dataset: a 2-piece molecular cluster, C9H11O3 overall in a non-equilibrium geometry (the ωB97M-V functional and the def2-TZVPD basis).

The value obtained for the HOMO-LUMO gap is 6.232 eV. The calculation puts the energy relative to the best compared isomer or geometry (same formula, charge and spin) at 75.20 kcal/mol. As for the total charge: -1.

Cartesian coordinates (Å):
H  2.38275  0.64542  3.49112
H  -2.47326  2.64437  -2.86969
C  2.03104  -0.86562  2.09076
C  -2.60240  1.64287  -3.21233
H  -0.12652  -0.89413  -0.57343
H  0.89491  2.97412  2.64037
H  2.16314  -2.86230  -0.21476
C  1.44070  -2.87916  0.61814
C  1.33567  -1.37014  0.90452
H  0.41175  -3.21812  0.06726
O  -3.91165  0.65424  -1.24958
H  -3.33306  1.50973  -4.00913
H  -0.28929  1.36314  -0.00744
C  0.63033  -0.52618  0.14475
C  1.95084  0.48914  2.46026
H  1.82524  -3.48770  1.37016
H  -1.58583  1.22098  -3.49973
C  0.49108  0.83949  0.54802
H  2.43125  -1.59277  2.81643
O  -2.92115  -0.75023  -2.66114
O  1.36097  2.64339  1.75029
C  1.16024  1.31107  1.64812
C  -3.26675  0.50840  -2.25296


[5]
Entry from the OMol25 dataset: a 2-piece molecular cluster, C2H9N2S2 overall in a non-equilibrium geometry (the ωB97M-V functional and the def2-TZVPD basis).

The value obtained for the HOMO-LUMO gap is 8.078 eV. The calculation puts the energy relative to the best compared isomer or geometry (same formula, charge and spin) at 26.65 kcal/mol. As for the total charge: +1.

Cartesian coordinates (Å):
N  1.38040  -1.84036  0.25927
H  0.25415  1.86349  -1.32126
H  -3.13954  -0.37563  0.11473
H  1.57868  0.69625  0.68002
C  -2.40064  -0.48652  0.91931
H  -2.00668  -1.46633  1.09230
H  -2.84111  -0.19842  1.89816
H  3.29556  0.80424  0.17990
H  0.45066  -1.44767  0.51467
H  3.17186  -1.41053  -0.82034
S  -0.80965  0.93324  -1.36637
N  2.47256  0.21641  0.23299
S  -0.99492  0.61676  0.69966
C  2.34867  -1.01440  -0.16418
H  1.45052  -2.89220  0.35252


[6]
Entry from the OMol25 dataset: an isolated ion of composition C5H12NS and charge -1 in a non-equilibrium geometry (the ωB97M-V functional and the def2-TZVPD basis).

The value obtained for the HOMO-LUMO gap is 5.691 eV. The SMILES is CCCNCC[S-]. The calculation puts the energy relative to the best compared isomer or geometry (same formula, charge and spin) at 30.76 kcal/mol. As for the total charge: -1.

Cartesian coordinates (Å):
H  -1.53868  2.18236  0.41423
H  -1.69966  -1.78959  0.02664
C  -1.86962  1.18930  0.11333
H  -0.71783  0.45748  1.74831
C  2.51818  -0.18820  -0.87013
H  -1.33052  1.16280  -0.84141
C  -0.81627  -1.22322  0.38470
H  0.88234  0.91520  -0.08502
H  -2.92740  1.11965  -0.17782
H  2.36678  -0.64521  -1.87339
C  -1.46733  0.05730  1.04794
C  1.21115  -0.13057  -0.15159
H  1.37066  -0.48006  0.86316
H  -2.05377  -0.20994  1.92031
S  3.35802  1.49387  -1.10449
N  0.08807  -0.98423  -0.74053
H  -0.34511  -0.38033  -1.42689
H  3.33489  -0.68753  -0.39528
H  -0.36388  -1.85910  1.14794


Copy entry 2 word for word.
Entry from the OMol25 dataset: C17H32N15O2Rh as an isolated structure (the ωB97M-V functional and the def2-TZVPD basis).

The value obtained for the HOMO-LUMO gap (spin up / spin down) is 6.257 / 6.112 eV. Its spin multiplicity is 5.

Cartesian coordinates (Å):
H  -0.89605  -1.85911  -4.35993
H  0.10308  2.93556  -3.26019
H  -1.94736  -1.90186  2.39948
H  0.47722  -0.46247  -1.64472
N  -1.68041  2.02787  1.44696
H  0.60493  -2.20806  1.99719
H  -0.58226  -1.82252  0.72711
C  -3.66445  3.46236  1.09989
H  -1.39127  0.13668  -5.28434
H  -0.97026  2.71627  1.21801
H  1.21164  -2.37461  -1.00867
N  3.57808  0.30101  -0.28419
N  3.02627  0.38555  0.95293
N  -1.27281  0.83242  1.92007
N  4.83853  0.55018  -0.18371
H  -0.93961  1.44640  -1.55377
C  -3.50022  1.02620  2.08987
Rh  0.92410  0.27437  1.33556
C  1.20273  -2.82018  -0.00188
C  0.23181  0.92860  -4.08000
C  -3.00744  2.19890  1.54860
C  2.75195  0.87959  3.84627
H  1.64427  2.12911  -3.00699
H  0.68179  1.22825  -5.02861
H  3.23061  -2.15509  0.40739
H  2.67543  -3.49610  1.42215
H  -1.13178  -2.95722  -3.08004
H  1.79608  0.38722  -1.18840
H  0.40083  -4.62767  0.88712
H  -2.93005  4.25971  0.99248
N  1.43764  0.80256  5.49332
H  -1.62929  -1.01528  3.88727
H  -2.02307  -2.22306  -1.09070
H  -2.54653  0.74301  -2.68718
C  0.56193  1.97657  -3.01409
H  0.69757  -0.02519  -3.81589
C  0.14748  1.57767  -1.59913
N  -1.05804  -1.99461  -3.37375
N  -2.05652  0.09997  -3.29132
H  -2.52979  -0.62233  -0.89906
N  1.51697  0.74130  3.35546
H  -0.59178  -4.02036  -0.43521
H  0.94127  -4.84337  -0.78303
N  0.77004  0.35138  -1.12019
N  5.16896  0.82850  1.08834
H  -3.30043  -1.37129  3.40722
N  2.73961  0.93836  5.16242
C  -2.37435  0.21233  2.32708
H  4.74811  1.23678  3.58982
C  -2.31251  -1.09836  3.04014
H  -4.15016  3.32192  0.13282
O  -0.09837  3.81554  -0.89517
C  0.36082  2.72046  -0.58783
N  3.90745  0.98787  3.09716
C  -1.82145  -1.08433  -2.74343
C  2.64826  -3.07424  0.41363
C  -1.25808  0.72363  -4.37246
H  -4.42515  3.78001  1.81051
H  -1.73698  1.68442  -4.55329
H  3.12718  -3.78489  -0.26327
H  -4.52262  0.80497  2.35048
C  0.48720  -1.88396  0.95394
C  0.44437  -4.15350  -0.09557
N  0.70471  0.69126  4.44000
O  0.87920  2.38709  0.53194
C  4.02965  0.72910  1.75914
N  -2.34861  -1.38129  -1.54576


Which formula does entry 1 have? C4H5NO